Computed, not measured: C3H2FNOS2 as an isolated structure in a non-equilibrium geometry, with the ωB97M-V functional and the def2-TZVPD basis.

ORCA input file:
```
! RIJCOSX wB97M-V def2-TZVPD def2/J DEFGRID3
* xyz 0 1
C 1.312 -1.247 0.271
C 1.558 -0.239 -0.301
C -1.426 0.095 0.042
N -0.683 1.114 0.258
O 1.735 0.902 -0.873
F -1.235 2.331 0.340
S -2.983 -0.626 -0.006
S -0.941 -1.514 -0.011
H 1.634 -2.220 0.658
H 1.030 1.403 -0.377
*
```

Computed properties:
* LUMO: -0.030 hartree
* HOMO level: -9.1 eV
* frontier orbital gap: 8.32 eV
* F_max: 4.37 eV Å⁻¹

Atom charges from the natural (NBO) analysis, given in e for atoms 1 to 4:
1. C -0.50
2. C 0.46
3. C -0.16
4. N -0.16